{"formula": "C6H8N3OS", "method": "ωB97M-V with the def2-TZVPD basis set", "species": ["C", "C", "C", "C", "C", "C", "N", "N", "N", "O", "S", "H", "H", "H", "H", "H", "H", "H", "H"], "coordinates": [[2.212, 1.374, -0.054], [3.892, -0.046, -0.371], [1.689, 0.189, 0.175], [-1.835, -1.555, -0.208], [-0.565, -0.296, 0.896], [-1.342, -0.020, -0.401], [3.486, 1.139, -0.392], [-0.938, -1.658, 0.877], [-2.608, 0.866, -0.231], [-2.677, -2.283, -0.671], [2.656, -1.162, 0.216], [1.823, 2.421, -0.306], [4.996, -0.402, -0.574], [-0.509, 0.417, 1.693], [-0.780, 0.233, -1.339], [-0.808, -2.480, 1.509], [-2.246, 1.834, -0.232], [-3.330, 0.751, 0.533], [-3.118, 0.678, -1.118]], "forces_ev_per_a": [[-0.6, 2.3, -1.5], [3.0, -2.8, 0.4], [-6.4, -1.8, 2.5], [0.3, -0.5, 0.2], [3.4, 1.0, -2.7], [-1.0, -1.7, 1.2], [2.5, 2.5, -1.1], [-1.1, -0.8, -0.1], [0.2, 0.3, -1.3], [1.4, 1.5, 0.6], [0.8, -0.1, -0.6], [0.2, -1.9, 1.0], [-2.5, 0.8, 0.4], [-0.3, -0.3, 0.7], [-0.8, 0.1, 1.0], [0.0, 1.3, -0.6], [-0.7, -0.2, 0.0], [1.5, -0.3, -0.5], [0.0, 0.6, 0.5]], "mulliken_charge": [-0.583, 0.010, 0.491, 0.231, -0.548, 0.008, -0.397, -0.039, -0.370, -0.500, -0.125, 0.286, 0.318, 0.384, 0.431, 0.271, 0.381, 0.366, 0.386], "molar_mass_g_mol": 170.22, "e_above_lowest_kcal_mol": 101.6, "total_charge": 1, "fmax_ev_per_a": 7.1, "spin_multiplicity": 1}